[1]
152
Properties=species:S:1:pos:R:3:forces:R:3 method="wB97M-V/def2-TZVPD" lumo_ev=0.12 e_tot_ev=-267733.95820 homo_ha=-0.39728 orbital_gap_ha=0.4016
C 1.779952 1.906281 6.580111 0.86 0.09 0.78
C 1.140201 3.143931 5.954374 -0.16 -0.94 1.83
O 1.314273 3.146162 4.542274 -0.56 0.05 -0.26
C 2.418056 3.673447 4.062779 0.23 0.38 0.18
O 3.314395 4.152876 4.693472 0.07 0.01 -0.18
C 2.457472 3.559687 2.517489 -0.13 -0.61 0.98
F 3.023855 4.637357 2.007017 -0.09 -0.30 -0.38
F 3.176599 2.447841 2.251341 0.16 0.36 -0.43
F 1.245406 3.350241 1.999519 0.08 0.47 -0.25
H 1.610123 1.809881 7.657566 -0.77 0.31 -0.10
H 2.867441 2.020630 6.638330 0.06 -0.16 -0.75
H 1.500367 0.946522 6.149611 -0.02 0.16 -0.33
H 1.536454 4.015999 6.471933 0.28 0.26 -0.60
H 0.075206 3.142905 6.177888 -0.13 -0.05 -0.59
C -6.057262 -0.915823 -1.756697 0.71 0.40 0.44
C -7.156513 -0.751886 -0.725567 0.15 -0.44 -0.79
O -7.905568 -1.983532 -0.778131 -0.36 -0.25 -0.72
C -8.908420 -2.134578 0.053823 0.65 0.71 0.69
O -9.188047 -1.385703 0.950048 -0.28 -0.34 -0.18
C -9.667986 -3.433614 -0.222715 -0.64 -0.33 0.19
F -9.511439 -4.312434 0.782824 -0.03 0.35 -0.13
F -10.971042 -3.124745 -0.322393 0.14 -0.22 0.05
F -9.296209 -4.040747 -1.344067 0.05 0.03 -0.11
H -6.346812 -0.738699 -2.791274 -0.41 0.02 0.13
H -5.588977 -1.898271 -1.719252 0.00 0.02 0.22
H -5.306223 -0.162774 -1.499760 0.17 -0.12 -0.19
H -7.771209 0.089187 -1.050285 -0.33 -0.09 0.52
H -6.805017 -0.651111 0.298349 0.11 0.27 -0.17
C 1.090034 1.209106 -0.211389 -0.29 -0.91 -0.15
C 0.976616 0.248156 -1.386150 1.21 0.88 -0.68
O 0.042088 -0.839633 -1.269788 0.08 -0.17 0.04
C -1.220698 -0.496459 -1.209214 -0.14 0.27 0.18
O -1.688869 0.603937 -1.121268 0.15 0.23 -0.24
C -2.187041 -1.679730 -1.279329 -0.36 0.40 -0.01
F -3.170146 -1.437265 -0.404812 0.04 -0.47 0.03
F -2.731595 -1.717500 -2.497614 -0.01 -0.11 -0.26
F -1.639205 -2.856610 -1.028539 0.12 -0.29 0.24
H 0.129343 1.209055 0.297290 0.12 0.48 0.22
H 1.329872 2.179460 -0.638726 -0.04 0.16 0.36
H 1.872726 0.885748 0.473783 -0.04 0.09 0.07
H 1.942192 -0.206330 -1.596813 -0.21 -0.39 0.19
H 0.767863 0.828492 -2.289592 -0.54 -0.21 0.01
C -0.969697 -5.407273 -2.716183 -0.13 0.17 0.84
C -0.888595 -6.896734 -3.075690 -1.02 1.37 0.08
O 0.425588 -7.365642 -3.377084 0.42 -0.26 -0.78
C 1.211408 -7.621701 -2.364151 0.59 -0.19 0.88
O 0.998364 -7.385706 -1.211980 -0.38 0.28 0.57
C 2.536235 -8.366571 -2.684670 -0.85 -0.17 -1.63
F 3.555195 -7.859854 -2.030919 0.24 0.27 0.15
F 2.418833 -9.657575 -2.373713 -0.14 -0.20 0.49
F 2.767911 -8.338279 -4.010845 0.38 0.31 0.09
H -0.420595 -5.130569 -1.813774 0.55 -0.15 -0.32
H -1.975191 -5.105189 -2.405180 -0.26 -0.56 -0.36
H -0.737517 -4.751536 -3.553693 0.39 -0.12 0.01
H -1.462322 -6.956900 -3.997096 0.20 -0.66 -0.10
H -1.331888 -7.530222 -2.311302 0.06 0.00 0.06
C 5.023271 0.549630 -0.936381 0.58 -0.19 1.04
C 5.465809 1.874035 -1.529909 -0.80 -1.31 -1.46
O 6.652104 2.401727 -0.979972 1.16 0.89 0.80
C 6.567235 3.063046 0.179308 -0.43 -0.26 -0.57
O 5.559461 3.198778 0.793572 -0.55 0.19 0.58
C 7.898987 3.690010 0.672073 -0.53 -1.74 -0.41
F 8.609733 2.770564 1.323719 0.33 -0.57 0.18
F 8.613542 4.080397 -0.368227 0.41 0.85 -0.25
F 7.646032 4.642098 1.525854 -0.03 1.14 0.06
H 4.788772 0.558154 0.132025 -0.44 0.64 -0.11
H 5.837055 -0.180973 -0.923934 -0.01 -0.02 -0.68
H 4.164454 0.164373 -1.481203 0.08 -0.04 -0.06
H 4.625095 2.559029 -1.645842 0.34 0.37 0.82
H 5.756665 1.655522 -2.562902 0.10 0.03 0.06
C 6.272939 5.475206 -2.719340 -1.33 -0.03 0.15
C 4.843023 5.645359 -2.161130 1.66 -0.38 0.45
O 3.847657 5.211739 -3.073869 -0.53 -0.36 -1.39
C 2.952198 4.307542 -2.711065 0.62 0.85 0.69
O 2.807835 3.896053 -1.598126 -0.31 -0.45 0.19
C 2.051439 3.801960 -3.850593 -0.10 1.03 0.66
F 2.172874 4.493292 -4.967384 0.47 -0.33 -0.53
F 2.319483 2.510027 -4.017120 -0.13 -0.29 -0.53
F 0.779135 3.947781 -3.468161 -0.30 -0.45 0.19
H 6.410811 4.430928 -2.998319 0.21 0.06 -0.14
H 6.893755 5.689307 -1.850069 0.41 0.16 -0.32
H 6.450141 6.145102 -3.556646 0.29 -0.06 0.03
H 4.682540 6.699244 -1.945446 -0.35 -0.14 0.27
H 4.861417 4.999294 -1.282385 -0.76 0.42 0.26
C -0.375363 -1.889144 3.056592 -0.78 1.45 -0.40
C -1.813205 -1.794962 2.493944 0.45 -1.23 0.51
O -2.712986 -2.181242 3.549825 -0.93 -0.62 0.71
C -2.852500 -1.520614 4.684125 1.12 0.22 -0.70
O -2.342758 -0.482882 4.984323 -0.07 0.58 0.04
C -3.677781 -2.298707 5.698707 -0.51 -0.77 0.47
F -4.818757 -1.674842 5.979487 -0.50 0.31 -0.38
F -3.947007 -3.524204 5.253207 -0.28 -0.17 -0.01
F -3.051468 -2.429855 6.866317 0.63 0.10 0.00
H 0.354921 -1.496407 2.348372 0.00 -0.10 -0.08
H -0.063644 -2.871228 3.400556 -0.34 -0.17 -0.16
H -0.395727 -1.196144 3.897129 0.50 -0.11 0.11
H -2.031295 -2.592368 1.783749 0.22 0.17 -0.26
H -2.187328 -0.863710 2.075280 0.67 0.34 0.14
C -2.502804 3.374501 1.410195 -0.50 -1.35 0.22
C -3.460583 3.103266 0.233788 1.93 1.57 -0.38
O -4.777604 3.571183 0.545986 -0.88 -1.24 0.97
C -5.078151 4.815579 0.268321 0.46 1.20 -1.48
O -4.485446 5.556090 -0.468998 0.31 -0.15 0.21
C -6.381630 5.333606 0.878924 -0.82 -1.29 0.83
F -6.471441 6.642814 0.888681 0.26 0.29 -0.17
F -7.441567 4.839377 0.212360 0.17 0.08 -0.24
F -6.493160 4.887803 2.140888 0.05 0.11 0.27
H -2.550300 2.550136 2.131045 -0.29 0.00 0.03
H -2.761927 4.262600 1.981647 0.32 0.33 -0.37
H -1.470819 3.312477 1.066948 0.01 0.61 -0.11
H -3.354650 2.072531 -0.092333 -1.06 -0.17 0.25
H -3.134882 3.711694 -0.612246 0.07 -0.11 -0.03
Cl 3.429151 -2.025981 0.103743 -0.28 -0.17 0.27
C 2.418937 -3.315284 0.864206 -0.06 -0.29 -0.63
C 2.778026 -4.663732 0.265312 -0.24 -0.62 0.49
Cl 4.449868 -5.188358 0.688731 -0.39 0.27 -0.32
H 1.381658 -3.093091 0.614573 0.01 0.07 -0.12
H 2.520453 -3.238008 1.943165 0.31 -0.15 -0.07
H 2.595000 -4.728052 -0.805086 0.60 0.47 -0.13
H 2.135672 -5.465438 0.634279 -0.07 0.25 0.46
Cl 2.988609 -1.604095 4.056271 -0.06 0.04 0.18
C 4.192303 -0.515728 3.274924 -0.94 -0.48 -0.42
C 4.505988 0.697842 4.131753 0.99 -0.94 -1.29
Cl 5.711451 0.233569 5.362686 -0.27 0.27 0.26
H 3.748772 -0.256021 2.312234 -0.20 0.42 0.23
H 4.995390 -1.190100 2.987922 0.51 0.42 0.51
H 3.621585 1.156704 4.557278 0.08 -0.10 0.19
H 5.000580 1.364332 3.423993 0.00 0.39 0.45
Cl -0.215822 1.592684 -7.297406 -0.04 0.01 0.48
C -0.895885 1.306489 -5.653496 -0.54 -0.28 -0.04
C -0.423810 -0.014703 -5.090423 1.11 -0.04 0.06
Cl -1.203918 -1.433581 -5.801910 -0.19 -0.17 -0.23
H -1.975816 1.313274 -5.780425 -0.01 0.00 0.06
H -0.630181 2.122612 -4.985523 0.25 0.06 -0.16
H -0.496119 -0.140194 -4.011596 -0.48 0.45 0.02
H 0.645821 -0.105486 -5.289623 -0.03 -0.05 -0.10
Cl 2.731198 -4.497213 -3.630871 0.12 -0.07 -0.08
C 3.716831 -3.644455 -4.857554 -0.32 0.17 -0.17
C 3.073778 -2.309437 -5.217878 1.07 -0.75 -1.20
Cl 3.274510 -1.233691 -3.847098 -0.49 0.60 0.25
H 3.829887 -4.299572 -5.719138 -0.27 0.02 -0.03
H 4.709423 -3.463159 -4.453945 -0.07 -0.07 0.21
H 2.077683 -2.387340 -5.651006 -0.34 -0.01 0.82
H 3.653130 -1.893808 -6.046946 0.20 0.10 0.19
Cl -8.414774 1.405872 3.124496 0.03 0.22 0.29
C -6.966094 0.407668 3.340525 0.64 -0.20 -0.42
C -5.841788 0.927695 2.427977 -0.17 0.73 0.16
Cl -4.733407 -0.359338 1.890812 -0.14 0.02 0.11
H -7.275819 -0.612616 3.129024 0.18 0.01 -0.29
H -6.585817 0.425141 4.360015 -0.42 0.19 0.14
H -5.236222 1.674543 2.941103 0.06 -0.24 0.28
H -6.183813 1.487777 1.559388 -0.35 -0.52 -0.18



[2]
142
Properties=species:S:1:pos:R:3:forces:R:3 method="wB97M-V/def2-TZVPD" lumo_ev=-4.37 charge=+1 e_tot_ev=-384822.66916 e_above_lowest_ev=31.836 homo_ha=-0.36934 orbital_gap_ha=0.2089
C -0.845363 -4.861857 5.541927 0.16 -0.33 -0.22
C -0.564669 -4.806682 3.926754 0.11 1.80 0.85
I -0.255123 -6.796891 3.003658 -0.31 1.09 0.59
C 0.786311 -3.912706 3.635002 0.35 -0.24 -1.38
C 0.496531 -2.877007 2.373317 0.73 0.33 -3.61
C 1.035237 -3.360500 0.896615 -1.91 3.42 0.71
C 0.789550 -2.427428 -0.429251 -0.62 0.35 2.93
C 1.354972 -3.018034 -1.868490 0.27 -1.35 -2.86
C 2.908510 -2.940284 -2.388733 -3.47 -1.90 -2.01
C 3.243035 -3.655571 -3.862564 -4.07 -0.21 0.01
C 2.100652 -4.422393 -4.784914 -1.80 1.65 3.76
C 0.525662 -4.490617 -4.258561 3.50 2.31 3.19
C 0.207279 -3.784922 -2.813069 2.57 -0.12 -1.32
C -0.015502 -1.013405 -0.226377 0.86 -2.82 2.27
C -0.250692 -0.075603 -1.549870 -0.51 0.42 -0.44
C 0.495026 1.383642 -1.512789 0.38 0.07 -0.64
C 1.933343 1.412280 -0.727164 0.01 1.45 0.13
C 2.263216 3.026829 -0.440626 0.70 -0.06 0.55
C 3.556124 3.584750 -1.279753 -1.16 1.27 0.21
C 3.163739 3.737619 -2.873953 0.80 -0.73 0.75
C 4.171268 2.676057 -3.682772 -1.47 0.49 1.91
S 3.853647 2.902054 -5.514904 -1.37 -1.86 0.34
C 2.298349 1.891788 -5.855762 -1.89 0.42 -1.31
N 1.371737 2.216027 -7.010394 2.50 -4.18 6.36
N 0.400461 1.230814 -6.886570 1.83 -2.94 4.93
C 0.664614 0.325380 -5.674247 0.41 4.03 -3.83
O 1.896455 0.752099 -4.991744 -2.34 2.34 -4.79
C -0.544308 -0.632159 1.313419 1.35 -1.18 -1.88
C -1.407474 0.791350 1.475204 -0.38 -0.98 0.08
C -2.999251 0.418734 1.828801 0.22 0.74 1.20
C -4.076541 1.192372 0.863815 -0.56 -0.12 0.20
C -4.356143 0.326170 -0.499608 -1.08 -0.54 0.28
C -5.201705 1.179155 -1.664919 0.09 -2.33 2.93
F -5.979368 0.114949 -2.404120 2.15 3.99 1.71
F -6.091968 2.095332 -0.904582 2.41 -2.49 -3.16
C -4.064932 1.917873 -2.581333 2.97 -2.08 -0.08
F -2.915916 2.484003 -1.789631 -4.14 -2.13 -2.07
F -3.433396 0.881728 -3.479347 -2.06 3.07 3.69
S -4.675124 3.287411 -3.693189 0.94 3.69 -4.36
F -6.279474 2.695229 -3.773526 3.60 1.12 0.56
F -5.000185 4.371334 -2.406531 0.26 -2.73 -2.35
F -3.062099 3.963214 -3.739693 -3.30 -1.31 0.08
F -4.189558 2.348957 -5.087371 -1.78 2.26 2.71
F -5.132196 4.533515 -4.790796 0.72 -2.63 2.43
N -0.260381 -1.540971 2.528066 0.74 -1.60 -3.44
C -0.691399 -1.206843 3.952389 0.96 0.71 0.39
C 0.688117 -0.666405 4.727399 1.54 1.20 6.84
O 0.716728 -0.360484 6.048239 -0.74 -1.99 -8.99
O 2.003935 -0.534073 4.017770 -3.13 -2.36 1.41
H 0.074564 -5.342835 6.094405 -1.81 0.81 -1.20
H -1.805242 -5.510235 5.708398 2.10 1.46 -0.09
H -0.977193 -3.774581 6.014118 0.12 -2.28 -1.21
H -1.446024 -4.313121 3.335288 1.51 -1.11 1.27
H 1.244532 -3.395815 4.579755 -1.23 -0.78 -1.63
H 1.611645 -4.688531 3.258036 -1.69 2.08 0.67
H 1.608724 -4.400497 0.776779 -1.48 2.59 0.46
H 3.746206 -2.422157 -1.721442 -2.03 -1.26 -1.74
H 4.351459 -3.667993 -4.294867 -3.54 0.50 0.70
H 2.321146 -4.957191 -5.813607 -0.15 1.39 2.43
H -0.346168 -5.033196 -4.827523 2.05 1.22 1.19
H -0.914334 -3.843369 -2.408960 2.84 0.23 -0.89
H -1.407261 0.147431 -1.744197 2.44 -0.71 0.67
H 0.118155 -0.610838 -2.550764 -0.66 0.65 2.64
H 0.719765 1.671087 -2.649430 -0.56 -0.67 2.44
H -0.240154 2.242232 -1.131504 1.70 -2.01 -0.53
H 1.932769 0.906644 0.328406 -0.30 0.68 -2.11
H 2.824146 0.934727 -1.356566 -2.10 0.94 1.22
H 2.517011 3.147721 0.701457 -0.54 -0.25 -2.14
H 1.306312 3.708263 -0.638567 2.12 -1.51 0.25
H 4.497313 2.905090 -1.092645 -1.85 1.36 -0.41
H 3.761868 4.691667 -0.883440 -0.17 -2.55 -0.67
H 3.307741 4.856539 -3.243767 -0.19 -2.57 0.66
H 2.032006 3.450221 -2.972446 2.23 0.50 -0.19
H 3.949729 1.573296 -3.306303 0.45 2.31 -1.02
H 5.256392 2.953615 -3.329128 -1.96 -0.54 -1.40
H -0.035521 -0.557044 -5.354985 1.92 1.96 -0.46
H -0.953498 1.477775 2.331118 -0.84 -1.77 -2.28
H -1.450171 1.415213 0.486145 0.61 -1.62 1.67
H -3.178367 0.834265 2.932808 0.16 -0.98 -2.41
H -3.153655 -0.745787 1.896433 0.13 2.28 -0.43
H -5.117749 1.270525 1.435309 2.34 -0.22 -1.21
H -3.755482 2.312598 0.652009 -0.42 -2.47 0.38
H -3.403140 -0.203065 -0.940583 -1.83 1.34 0.66
H -5.094834 -0.557522 -0.188660 1.56 1.94 -0.78
H -1.174324 -2.127585 4.505052 1.38 1.68 -1.16
H -1.456858 -0.325467 4.030972 1.69 -1.96 -0.54
H 2.360463 -1.486320 4.047445 -0.53 1.91 -0.23
C 7.253978 -4.855930 -3.115865 0.51 -0.32 0.27
Cl 5.619309 -4.211628 -2.920717 1.67 -1.01 0.72
Cl 8.185232 -3.889706 -4.266544 0.00 -0.05 0.04
H 7.759978 -4.841383 -2.147515 -0.14 0.08 -0.39
H 7.190054 -5.882989 -3.483375 -0.10 0.33 -0.01
C -0.159573 2.709112 5.157729 0.65 0.45 0.54
Cl 0.350392 4.081523 4.166884 -0.21 -0.14 0.06
Cl -1.468312 1.812863 4.377456 -0.40 0.85 0.97
H 0.691924 2.040158 5.304022 -0.25 0.18 -0.13
H -0.508756 3.078830 6.124879 -0.01 -0.10 -0.33
C 3.677262 1.816750 6.278439 0.13 -0.42 -0.03
Cl 3.460955 2.717277 7.784298 0.02 -0.12 0.05
Cl 3.455007 2.865391 4.872792 0.06 -0.14 -0.05
H 4.687014 1.399842 6.255232 -0.22 0.25 0.04
H 2.943264 1.008247 6.238825 0.08 0.27 0.03
C 1.236853 5.302630 9.253368 0.39 -0.13 0.28
Cl -0.055245 4.971135 8.093219 -0.06 -0.10 -0.06
Cl 1.302153 7.022091 9.658433 0.05 -0.13 0.02
H 1.052190 4.729100 10.164912 -0.08 0.21 -0.25
H 2.192676 5.003437 8.816464 -0.32 0.18 0.00
C 7.360272 -3.157957 0.507142 0.09 0.18 0.42
Cl 7.025461 -4.878946 0.280326 -0.04 -0.03 0.34
Cl 7.437752 -2.315199 -1.044838 0.04 0.24 0.25
H 6.563975 -2.717375 1.111914 0.15 -0.15 -0.26
H 8.318287 -3.046560 1.020756 -0.21 -0.09 -0.24
C -5.254120 -3.728298 -1.060984 -0.35 -0.01 -0.30
Cl -5.337885 -3.547257 0.695592 -0.06 0.08 0.07
Cl -3.582891 -3.930191 -1.600535 -0.01 0.03 -0.06
H -5.831911 -4.607583 -1.355883 0.24 0.18 0.16
H -5.674456 -2.835917 -1.531063 0.19 -0.17 0.17
C -5.035420 -4.365996 5.050032 -0.46 -0.26 -0.01
Cl -3.901765 -3.017221 4.905170 0.00 0.26 -0.09
Cl -4.192011 -5.864395 5.460334 -0.41 -0.05 -0.08
H -5.759919 -4.138855 5.835816 0.32 -0.02 -0.13
H -5.553856 -4.498887 4.097370 0.27 0.03 0.20
C -4.949881 8.014884 -3.816369 0.24 -0.29 0.09
Cl -6.584549 8.659186 -3.621222 -0.06 -0.11 0.12
Cl -4.018626 8.981108 -4.967047 0.04 -0.10 0.05
H -4.443879 8.029431 -2.848019 -0.17 0.13 -0.26
H -5.013804 6.987825 -4.183879 -0.05 0.34 0.01
C 9.888039 0.167807 -1.891021 -0.17 -0.25 -0.21
Cl 11.576270 -0.298334 -1.650314 -0.07 -0.09 -0.05
Cl 9.540394 1.719460 -1.118752 -0.15 0.02 -0.01
H 9.691542 0.251751 -2.962604 0.15 0.08 0.28
H 9.241867 -0.598690 -1.456343 0.33 0.33 -0.04
C -8.415629 10.697367 -6.197476 0.15 -0.27 0.18
Cl -10.050297 11.341669 -6.002329 -0.03 -0.09 0.07
Cl -7.484374 11.663591 -7.348155 0.08 -0.09 0.03
H -7.909627 10.711915 -5.229127 -0.15 0.12 -0.30
H -8.479551 9.670308 -6.564987 -0.03 0.33 0.01
C -2.561807 -9.828822 1.396807 -0.31 -0.01 -0.25
Cl -0.845477 -10.187756 1.171582 0.02 0.03 -0.09
Cl -2.906170 -9.396794 3.075990 -0.20 -0.09 -0.04
H -2.838065 -8.992322 0.750355 0.17 -0.15 0.24
H -3.147950 -10.711287 1.129053 0.24 0.18 0.16